No. 1
This record from OMol25 describes a structure of composition C45H41F12LaN6O5S3 at a distorted geometry. The level of theory is ωB97M-V with the def2-TZVPD basis set.

For the LUMO energy, the calculation gives 3.61 eV. For the frontier orbital gap, the calculation gives 0.1625 Eh. As for the spin multiplicity: 1. As for the total charge: -2.

Element x y z (Å)
O  -0.8887  -0.8991  1.9876
C  0.2954  2.8947  3.0518
H  1.2736  -3.5933  -3.2743
C  -4.6167  -2.7591  -1.8511
C  3.2379  -3.4442  -0.9200
C  5.1692  0.1732  -1.9317
H  7.2710  0.1401  -2.4277
F  4.0111  5.1036  -0.3722
F  2.8439  3.9730  -1.7649
S  -6.1405  1.4882  0.5520
C  -2.9389  -2.4124  4.7509
S  -2.7065  4.1881  -3.6308
H  0.1814  5.3418  -2.4679
C  -1.4532  4.0442  -2.3372
H  2.7442  1.1426  3.6128
C  6.4310  0.7031  -2.0286
F  -0.4325  -2.7076  -0.5392
C  4.3779  2.0665  -0.6713
C  -3.3487  3.5772  -1.1531
C  -1.9597  -2.5997  3.7376
C  -4.7780  1.5453  3.0912
H  -5.6787  2.5543  -1.6388
H  1.4551  -2.6445  -6.5913
C  -3.4817  -1.1445  -0.4894
H  -4.4788  -3.4185  5.8560
H  0.5070  3.7246  -1.7541
H  1.7007  -0.0823  -5.6361
H  -4.0920  0.7164  3.2722
N  -0.5252  2.1170  2.1016
H  -2.0990  -1.3254  -3.6548
S  -0.8740  -1.2064  3.4345
C  -4.3697  -5.9547  4.8093
O  2.2893  2.1617  0.4954
La  1.1747  0.3314  0.8682
H  4.9681  -0.7916  -2.3777
C  -5.7390  -3.6005  -2.0398
O  0.4349  -1.6112  3.9129
C  -3.7063  -3.5066  5.0804
C  5.5398  2.7133  -1.0195
H  1.5653  -0.0553  3.9229
C  -1.6345  0.1387  -1.4611
H  -0.8694  -3.7763  2.4179
C  -1.7119  -3.7941  3.1079
C  -2.6203  -0.8300  -1.5845
H  -3.0267  -1.4543  5.2679
F  1.9426  4.6955  0.0481
H  -4.9450  4.1124  -2.5141
N  1.7583  0.8880  3.5272
F  3.5963  -3.9807  0.2445
C  1.9512  -2.5490  -0.8474
C  1.4958  -2.5517  -3.3205
H  -5.7845  1.2305  3.3955
C  -3.7609  -2.5247  -2.9339
H  -1.7936  0.8945  -0.7025
F  0.8205  -4.1760  0.4909
F  4.2494  2.0720  2.3734
H  2.6908  1.0523  -3.6794
C  -0.0240  4.2766  -2.5478
O  2.0532  -1.7172  0.2033
H  -4.0479  -6.8944  4.3615
C  -3.8797  3.9791  -2.3887
C  -4.8314  1.9405  1.6867
C  -2.5399  -4.8705  3.3907
N  -1.9509  3.6489  -1.1735
N  2.8394  0.1792  -1.2323
C  -2.7637  -1.5693  -2.8051
C  4.0719  0.7844  -1.2281
H  -4.4807  2.3718  3.7294
C  -5.3978  2.4769  -0.5889
C  2.2699  0.0689  -3.5631
H  -3.4139  -0.6036  0.4420
H  -5.4262  -5.7919  4.5731
C  6.6126  2.0261  -1.5561
C  -4.4931  -2.0848  -0.6050
H  -0.9546  0.4030  -2.2631
H  0.2913  3.9258  -3.5232
H  7.7180  3.7879  -1.3716
H  -4.3886  -6.1300  5.8923
H  1.0779  3.4270  2.4825
H  5.6795  3.7666  -0.7848
H  -1.2488  1.5971  2.5630
C  3.0729  4.1458  -0.4579
C  0.7226  -3.4658  -0.6392
H  -3.8673  -3.0632  -3.8801
H  -0.1487  -2.4403  -6.0289
H  8.6777  2.2986  -1.0542
H  0.8006  -3.7954  -5.3916
C  -4.1466  2.9706  -0.1865
H  -1.0010  2.7502  1.4620
C  1.7842  -0.5845  -4.6739
N  -3.8609  2.6416  1.1222
F  3.1194  -4.4575  -1.8348
C  -3.5332  -4.7566  4.4277
C  3.4395  2.8092  0.2262
F  4.3024  -2.7512  -1.3732
F  3.4140  4.1008  2.3098
O  -1.4180  -0.1232  4.2027
C  1.8929  -1.8684  -2.1996
F  0.4104  -4.3858  -1.5789
H  0.1268  1.5312  4.7155
H  -2.4837  -5.8224  2.8539
C  0.9128  1.9590  4.0830
F  5.3022  3.7140  1.5005
C  0.8456  -2.7358  -5.7089
N  -6.6844  -4.2582  -2.1568
C  4.0965  3.1779  1.5873
C  2.3754  -0.5413  -2.3129
C  1.3619  -1.9147  -4.5566
H  8.2518  2.7650  -2.7294
H  1.5508  2.6059  4.6881
H  -5.2043  -2.3027  0.1860
C  7.8923  2.7515  -1.6679
H  -0.2996  3.6577  3.5775



No. 2
This record from OMol25 describes a structure of composition C45H41FeN2O4S2. The level of theory is ωB97M-V with the def2-TZVPD basis set.

For the LUMO energy (alpha / beta), the calculation gives -2.94 / -2.95 eV. For the frontier orbital gap (alpha / beta), the calculation gives 0.2496 / 0.2504 Eh. As for the spin multiplicity: 1. As for the total charge: +1.

Element x y z (Å)
O  -0.5192  1.7949  -0.1049
C  -2.0225  -2.6455  4.4911
C  -4.3143  0.3614  -0.2810
H  -4.9252  4.8989  2.8251
H  1.4116  0.5109  4.6222
C  -4.3848  -0.4724  -1.5200
C  2.1303  0.3154  3.8384
H  -3.8350  -4.5785  -1.0286
O  0.5699  -1.9066  0.5299
C  -3.4561  -1.1174  -3.6448
H  -3.8647  4.6284  0.6409
C  1.7245  0.3852  2.5146
C  -2.6583  -3.8065  4.8968
C  -3.9054  -1.8785  1.2609
H  -2.1916  -4.7646  0.8167
C  -0.0604  -4.2557  -1.7611
C  -1.3211  2.3483  0.7418
C  2.9844  0.7387  -0.8388
C  -1.8556  -4.5830  -0.1991
H  4.5660  -4.5974  2.4752
H  6.4101  -5.0127  0.9016
C  -4.0798  -3.6857  2.9640
H  1.0006  -4.1758  -1.9663
H  -3.6036  -2.4449  0.3764
H  -0.6334  -4.0248  -3.8118
C  -3.3226  3.0530  5.1675
C  -3.4391  -2.5209  2.5451
C  -1.3269  2.1008  2.1466
H  -4.9928  -1.7837  1.2529
C  5.5654  -4.4131  0.5906
S  -3.1987  -0.2464  1.0073
C  -4.2591  3.9368  4.6130
H  6.3232  -4.0786  -1.3878
H  -4.6060  -2.5232  -4.7871
H  3.7798  -0.0606  5.1495
H  3.5943  -0.0842  -1.2119
C  2.6435  0.1780  1.4807
H  -3.0499  -4.2278  -3.3413
H  0.1826  -5.3022  1.4036
H  -2.3612  -4.2997  5.8125
H  -1.8849  -1.1035  3.0230
N  0.4393  0.7270  2.0476
H  -3.9454  1.3686  -0.4810
C  3.3888  -2.8787  -0.1903
C  -2.7749  -4.4842  -1.2323
H  4.3766  -2.7242  -2.0840
C  -2.3346  -4.2865  -2.5338
C  3.9678  -0.1049  1.7598
C  3.4527  0.0058  4.1211
C  -3.6900  -4.3280  4.1271
H  -1.6546  1.7696  4.8208
C  0.5034  -4.5778  0.6529
H  3.6203  1.5434  -0.4716
H  -2.6760  -1.0297  -4.3897
C  -2.2458  3.3283  0.2449
C  -2.3670  2.4547  4.3833
H  -6.2593  -1.3891  -1.0113
H  1.4919  -4.8489  0.2880
C  4.4245  -3.1275  -1.0800
C  -2.3030  2.7265  3.0050
C  2.3560  -3.1390  2.1211
H  -6.3880  -2.7138  -3.0853
C  -0.9788  -4.1712  -2.7968
H  -1.2221  -2.2272  5.0877
H  -4.2004  -5.2287  4.4402
H  5.3926  -0.4301  3.3191
C  -0.4933  -4.4695  -0.4596
C  -3.3777  -0.3771  -2.4767
C  3.4296  -3.4068  1.0987
H  -3.3546  2.8371  6.2273
C  -5.5380  -2.0673  -2.9118
N  -0.2843  1.4740  2.7627
S  0.6380  -3.0005  1.5761
C  -3.2411  3.6162  2.4488
H  -5.2790  0.4564  0.2229
C  4.3616  -0.1977  3.0904
H  -2.5421  0.2913  -2.3076
C  -3.1624  3.9121  1.0519
C  -2.4047  -2.0084  3.3177
C  5.5166  -3.8896  -0.6925
C  -5.4614  -1.3249  -1.7424
H  2.5447  -2.2751  -0.4942
C  -4.5371  -1.9597  -3.8657
H  2.3196  -3.9392  2.8672
C  4.5248  -4.1779  1.4770
O  -1.8868  -0.5590  0.3070
H  4.6792  -0.2706  0.9630
H  -2.1863  3.5592  -0.8109
O  2.1222  0.2806  0.2097
H  2.5406  -2.2110  2.6690
H  2.3354  1.1128  -1.6253
H  -5.0073  4.3978  5.2429
Fe  0.0152  0.0152  0.3468
H  -4.8954  -4.0898  2.3754
C  -4.2152  4.2128  3.2702



No. 3
This record from OMol25 describes a structure of composition C45H41N8O9S2Sc. The level of theory is ωB97M-V with the def2-TZVPD basis set.

For the LUMO energy, the calculation gives 3.42 eV. For the frontier orbital gap, the calculation gives 0.2117 Eh. As for the spin multiplicity: 1. As for the total charge: -2.

Element x y z (Å)
H  2.2504  -0.8259  4.8746
H  -5.4711  0.9595  0.5547
C  4.0819  -1.2980  -0.4403
N  1.9575  -2.3610  -3.3546
C  -0.8116  1.0436  3.6060
C  1.2114  0.0071  3.2208
S  -2.3534  0.9742  -1.3469
Sc  -0.4898  0.2997  0.5838
H  -2.3472  -4.1354  -1.1644
H  5.0229  -1.6368  -0.8792
C  -2.0133  -3.3304  -0.4861
H  -1.0612  -2.8776  -5.2820
H  -2.1779  -4.8722  5.3330
C  2.0325  -0.8972  -3.2978
H  0.4149  -0.1884  6.4855
O  1.7778  -2.9814  -2.3275
O  3.9592  2.7960  -5.4237
C  -4.6301  1.2151  1.2031
H  -0.7827  5.6647  1.1726
C  1.3602  -0.1239  -2.2553
C  -0.8633  4.5754  1.1602
C  -1.6889  0.1338  -3.8688
H  -4.1887  -0.9003  -1.1476
O  0.7036  -0.6302  -1.3290
H  3.2476  -0.9968  -5.0282
H  -1.6733  1.1951  -4.0917
C  -1.8987  1.8797  2.9826
C  4.1157  2.9812  -0.5082
O  -2.6737  2.4832  3.7319
C  2.3648  -0.0566  2.2428
C  2.3435  1.8511  -3.4564
H  -0.2779  -4.5415  -0.2038
H  1.8376  -2.2896  0.1887
N  -0.0102  -2.8005  0.9519
H  -4.4153  -2.6708  -1.2421
N  0.9620  2.2838  -1.5842
N  3.8143  1.5837  -5.3934
O  4.3579  0.8189  -6.1781
H  -0.5850  4.1971  2.1449
C  0.3401  0.0584  5.4326
H  -1.0925  -0.4555  -5.8464
C  1.5621  1.3077  -2.4691
C  2.4068  3.1301  1.3112
H  2.3535  4.1783  1.0134
H  2.8800  3.0762  2.2970
H  -2.9827  -2.7199  4.4372
H  -2.5381  -3.4939  0.4566
H  1.8439  -2.6332  1.9232
C  -4.0693  2.5543  0.8314
C  -0.7331  0.7988  4.9657
C  -4.9012  3.5082  0.2538
C  -2.7284  2.8722  1.0729
H  3.2754  -1.7709  -0.9952
C  -2.0077  -0.2475  -2.5643
C  4.9098  0.8799  -1.3071
N  0.1222  0.6208  2.7658
C  -2.1857  -3.2555  3.9350
H  0.0252  -3.0536  -1.1038
S  -2.2732  -1.1660  2.1945
C  -0.5982  -3.3633  2.1426
C  -1.7314  -4.4616  4.4337
C  -0.7021  -5.1404  3.7887
H  -5.0905  5.4982  -0.5312
O  3.4863  -0.3447  2.6853
N  2.0172  0.3703  1.0313
H  -1.6666  -3.6106  -3.0223
C  -4.4334  4.7695  -0.0698
C  -0.5212  -3.4669  -0.2615
C  4.0063  0.1991  -0.4972
H  4.0331  -1.6375  0.5949
C  -1.3618  -0.7926  -4.8514
O  1.1077  3.4675  -1.8006
C  -1.6851  -2.5528  -3.2546
H  -0.1415  4.1909  0.4439
H  -5.9324  3.2397  0.0463
C  -1.6367  -2.6716  2.7783
C  1.3468  -0.3261  4.5557
H  -1.5191  1.1805  5.6014
N  -1.8263  1.9190  1.6458
C  1.4440  -2.9354  0.9565
H  -4.0598  -1.8710  0.3228
C  3.0816  0.9318  0.2687
H  0.6510  -5.1013  2.1343
C  -3.8597  -1.8550  -0.7484
C  2.9640  1.0214  -4.3693
H  2.4700  2.9204  -3.5045
C  -3.1175  5.0937  0.2166
H  -2.7396  6.0873  -0.0021
C  -0.1511  -4.5819  2.6455
C  3.2073  2.3308  0.3212
C  -1.3478  -2.1420  -4.5411
C  -2.0373  -1.6330  -2.2729
O  0.2677  1.8857  -0.6647
C  4.9479  2.2654  -1.3504
O  2.0367  -2.8894  -4.4538
H  5.6392  2.7773  -2.0096
C  2.7877  -0.3506  -4.2975
H  -4.9746  1.2224  2.2415
H  -3.8852  0.4310  1.1155
H  5.5998  0.3015  -1.9133
H  4.1594  4.0651  -0.4883
H  1.7763  -3.9640  0.7449
C  -2.2620  4.1650  0.7983
N  -2.4219  -2.0240  -0.9625
H  1.3964  2.7498  1.4318
H  -0.3329  -6.0852  4.1694



No. 4
This record from OMol25 describes a structure of composition C45H42BMnN9O2P. The level of theory is ωB97M-V with the def2-TZVPD basis set.

For the LUMO energy (alpha / beta), the calculation gives -0.23 / -0.35 eV. For the frontier orbital gap (alpha / beta), the calculation gives 0.2875 / 0.2834 Eh. As for the spin multiplicity: 5.

Element x y z (Å)
H  -0.1207  1.8732  -6.9668
C  1.4382  0.2979  -2.0943
H  -2.1887  -5.2528  0.9072
O  -1.1267  0.7191  -0.1448
H  -3.0438  2.6808  -1.8075
C  -1.1986  1.7636  -3.7554
H  -1.5205  0.5002  -5.4546
H  0.0054  2.5695  1.3154
C  2.7750  1.6342  2.2786
H  -2.4391  -3.2749  -1.4461
C  3.3760  2.5039  3.1430
C  -2.6369  -2.6849  -0.5488
C  0.2080  -1.7703  -2.1944
C  2.0437  1.3448  -1.2448
C  1.6447  0.2374  -3.4691
C  2.2805  -3.0133  7.7159
C  -1.0342  1.3943  -5.0845
P  -0.6666  3.3117  -1.4720
C  0.3734  3.3043  -5.4414
H  3.9590  -0.5967  -0.8433
H  0.0527  -2.6761  -4.1341
H  -0.3956  -4.9048  2.9354
H  1.3181  -0.8708  -5.2713
H  2.6279  2.6800  -2.8540
H  2.9050  -1.8936  -1.4101
C  3.1941  3.4190  -0.9475
H  0.9821  3.9141  -6.0976
C  1.3444  -3.0884  6.5523
H  -0.5408  -4.0328  7.3205
C  -2.3427  7.0041  -2.3092
H  3.4705  2.2326  4.1869
N  -0.3695  -2.9124  2.2334
C  -0.8125  7.2667  -0.4745
H  2.4091  0.6777  2.6191
C  -2.3014  2.5683  -1.0171
N  0.0744  -0.7224  3.4476
C  -0.3730  -3.4218  5.2162
H  -0.0962  3.4431  2.8543
H  1.9331  -2.2873  8.4533
H  -1.3206  -3.6210  4.7461
C  -2.0291  5.6562  -2.3787
C  -0.4091  1.3485  3.0284
N  1.9652  -1.7213  1.1370
C  0.4372  -1.8371  -3.5667
H  4.2469  4.9894  0.9986
H  -2.5012  5.0332  -3.1307
C  3.6754  -1.6402  -0.6860
N  -0.9304  -2.2374  1.1981
C  -1.7346  7.8123  -1.3543
N  0.6558  -2.8579  4.5341
C  0.0270  -3.5989  6.5141
H  -1.8061  1.1394  -3.1098
H  3.2699  -2.7101  7.3784
N  2.0186  1.1079  0.0517
O  -3.2158  0.3831  -0.8767
C  -1.1053  5.0927  -1.4971
C  0.2058  3.6752  -4.1160
C  -0.5865  2.9131  -3.2556
C  -1.6601  -4.3564  1.1843
C  -0.3605  -0.1974  4.6010
N  0.0450  0.2209  2.4785
C  -0.6826  1.1246  4.3824
H  -0.3369  -2.5629  -1.7039
C  -0.4969  5.9143  -0.5518
C  3.8898  3.7412  2.6922
N  1.7078  -2.6327  5.3672
H  2.3644  -3.9776  8.2183
Mn  0.2962  -0.3888  0.4754
C  -1.7436  -3.0923  0.5760
C  -0.5176  2.6255  2.2667
C  3.1819  -2.4414  2.8489
H  3.3509  -2.7574  3.8649
H  2.2065  1.0103  -3.9788
H  5.0744  -2.5761  1.7251
C  -0.2463  2.1598  -5.9303
H  -1.5616  2.8640  2.0601
C  3.2212  -1.8810  0.7165
C  4.0248  -2.3390  1.7663
H  0.6878  4.5750  -3.7468
H  4.5526  -2.2561  -0.8818
H  -1.0417  1.8402  5.1024
H  -3.0622  7.4278  -2.9990
H  -0.3326  7.8923  0.2675
C  2.6484  1.9725  0.9102
C  1.1491  -0.8307  -4.2032
H  3.6264  4.3359  -1.3326
C  -0.7681  -4.1961  2.2155
H  4.3588  4.4180  3.3946
H  -3.6764  -2.8648  -0.2699
C  3.8236  4.0625  1.3679
H  -1.9795  8.8657  -1.3013
N  1.9571  -2.0636  2.4593
H  -2.5484  -1.6263  -0.7776
C  -2.2536  1.0938  -0.6483
C  3.2203  3.1737  0.4469
C  0.7117  -0.7119  -1.4650
H  -2.6645  3.1241  -0.1501
B  0.5919  -2.1650  3.1807
H  -0.3872  -0.7871  5.5031
H  0.2352  5.4884  0.1280
C  2.6510  2.5050  -1.7883